#P
Computed, not measured: a structure of composition C26H28Cl2N7O2SSiW, with ωB97M-V/def2-TZVPD.

```
! wB97M-V def2-TZVPD RIJCOSX def2/J DEFGRID3
* xyz 1 3
W -0.437 0.288 -0.733
O 1.889 4.445 -3.511
C 1.433 5.037 -2.409
C 1.560 6.425 -2.308
C 1.089 7.095 -1.204
C 0.483 6.399 -0.160
C 0.355 5.035 -0.233
C 0.825 4.328 -1.350
C 0.657 2.891 -1.393
O 0.093 2.236 -0.431
N 1.079 2.190 -2.438
N 0.798 0.886 -2.275
C 1.375 0.024 -3.098
C 1.144 -1.333 -2.793
C 1.761 -2.384 -3.490
C 1.583 -3.679 -3.069
C 0.762 -3.900 -1.961
C 0.155 -2.829 -1.339
N 0.316 -1.544 -1.715
H 1.733 3.478 -3.464
H 2.035 6.938 -3.127
H 1.185 8.166 -1.147
H 0.129 6.933 0.706
H -0.103 4.478 0.572
H 2.027 0.354 -3.894
H 2.380 -2.143 -4.339
H 2.048 -4.503 -3.586
H 0.584 -4.900 -1.597
H -0.514 -3.023 -0.508
C 2.583 -3.466 1.695
Si 1.643 -2.878 3.246
C 1.217 -4.343 4.381
C 2.532 -1.498 4.195
C -0.024 -2.251 2.547
C -1.243 -2.786 2.912
C -2.412 -2.470 2.207
C -2.320 -1.675 1.093
N -1.147 -1.128 0.707
C -0.032 -1.353 1.468
S 1.308 -0.377 1.001
H 3.418 -4.102 1.972
H 2.988 -2.627 1.137
H 1.943 -4.033 1.022
H 2.127 -4.796 4.757
H 0.662 -5.120 3.865
H 0.640 -4.033 5.246
H 3.474 -1.856 4.598
H 1.935 -1.146 5.030
H 2.752 -0.654 3.551
H -1.292 -3.460 3.752
H -3.367 -2.876 2.497
H -3.181 -1.447 0.475
Cl -2.745 -2.060 -2.056
C -2.997 -1.592 -3.738
Cl -1.475 -0.970 -4.387
H -3.743 -0.795 -3.753
H -3.296 -2.479 -4.295
N -1.936 1.169 2.148
C -2.743 2.071 2.727
C -3.231 2.878 1.725
C -2.651 2.391 0.553
N -1.868 1.346 0.814
H -1.376 0.471 2.623
H -2.932 2.076 3.781
H -3.905 3.701 1.831
H -2.769 2.754 -0.450
N -2.930 1.218 -2.594
C -2.032 0.812 -1.990
*
```

Results
Kohn-Sham gap (alpha / beta)	6.64 / 5.90	eV
HOMO level (alpha / beta)	-10.722 / -10.703	eV

***

#Q
Computed, not measured: a structure of composition C26H28Cl2N7O2SSiW, with ωB97M-V/def2-TZVPD.

```
! wB97M-V def2-TZVPD RIJCOSX def2/J DEFGRID3
* xyz 1 3
W 0.866 0.664 -1.331
O 1.704 -2.682 3.027
C 0.621 -1.954 3.334
C -0.076 -2.305 4.492
C -1.200 -1.603 4.867
C -1.666 -0.528 4.105
C -0.983 -0.170 2.968
C 0.169 -0.864 2.565
C 0.837 -0.458 1.337
O 0.417 0.602 0.705
N 1.858 -1.141 0.872
N 2.256 -0.582 -0.309
C 3.396 -0.911 -0.808
C 3.769 -0.172 -1.988
C 4.994 -0.313 -2.615
C 5.298 0.516 -3.681
C 4.365 1.460 -4.074
C 3.150 1.529 -3.418
N 2.834 0.727 -2.392
H 2.067 -2.372 2.173
H 0.288 -3.143 5.070
H -1.729 -1.894 5.766
H -2.553 0.013 4.406
H -1.322 0.655 2.356
H 4.033 -1.641 -0.325
H 5.690 -1.058 -2.257
H 6.247 0.429 -4.191
H 4.557 2.135 -4.895
H 2.392 2.223 -3.742
C -2.475 -3.330 0.669
Si -3.486 -2.656 -0.751
C -5.305 -2.675 -0.331
C -3.181 -3.582 -2.339
C -2.986 -0.829 -0.948
C -3.868 0.210 -0.678
C -3.467 1.549 -0.680
C -2.148 1.836 -0.925
N -1.286 0.852 -1.204
C -1.678 -0.432 -1.249
S -0.311 -1.449 -1.655
H -2.752 -4.365 0.882
H -2.638 -2.744 1.577
H -1.408 -3.310 0.440
H -5.638 -3.708 -0.216
H -5.910 -2.225 -1.121
H -5.522 -2.159 0.607
H -3.505 -4.619 -2.225
H -2.128 -3.589 -2.619
H -3.748 -3.144 -3.164
H -4.901 -0.021 -0.446
H -4.167 2.346 -0.477
H -1.755 2.844 -0.913
Cl 1.195 2.626 3.656
C 2.576 1.519 3.769
Cl 3.534 1.521 2.279
H 2.191 0.519 3.932
H 3.209 1.850 4.583
N 1.116 3.285 0.317
C 1.062 4.618 0.337
C 0.917 5.046 -0.970
C 0.898 3.880 -1.730
N 1.027 2.808 -0.938
H 1.177 2.640 1.097
H 1.131 5.160 1.265
H 0.837 6.059 -1.321
H 0.773 3.752 -2.793
N 0.048 1.546 -4.404
C 0.293 1.205 -3.328
*
```

Results
Kohn-Sham gap (alpha / beta)	6.76 / 6.38	eV
HOMO level (alpha / beta)	-10.548 / -11.037	eV

***

Which structure loses on stability? #P does.

***

#P
Computed, not measured: a structure of composition C4H5N3O, with ωB97M-V/def2-TZVPD.

```
! wB97M-V def2-TZVPD RIJCOSX def2/J DEFGRID3
* xyz 0 1
C -2.606 0.199 0.154
C -1.249 -0.261 -0.004
C 1.140 -0.259 -0.036
C -0.034 0.676 -0.053
H -3.314 -0.622 -0.680
H -2.609 1.542 -0.449
H -2.898 0.324 1.375
H 2.548 1.177 0.865
H 3.240 -0.405 0.789
N -0.644 -1.465 0.070
N 0.813 -1.508 -0.213
N 2.469 0.248 0.006
O 0.133 1.866 -0.164
*
```

Results
Kohn-Sham gap	8.07	eV
HOMO level	-9.461	eV

***

#Q
Computed, not measured: a structure of composition C4H5N3O, with ωB97M-V/def2-TZVPD.

```
! wB97M-V def2-TZVPD RIJCOSX def2/J DEFGRID3
* xyz 0 1
C 0.100 -0.899 -2.175
C -0.335 -0.444 -0.749
C -0.438 -0.267 1.315
C 0.605 0.896 -0.464
H 1.312 -1.522 -1.821
H 0.209 0.169 -2.739
H -0.765 -1.654 -2.830
H -1.095 -1.698 2.296
H 1.157 1.186 1.755
N -0.976 -0.969 0.168
N -0.874 -0.716 2.449
N 0.372 0.979 0.947
O 1.241 1.593 -1.147
*
```

Results
Kohn-Sham gap	9.57	eV
HOMO level	-9.879	eV

***

#R
Computed, not measured: the molecule C4H5N3O, with ωB97M-V/def2-TZVPD.

```
! wB97M-V def2-TZVPD RIJCOSX def2/J DEFGRID3
* xyz 0 1
C -0.554 0.236 0.016
C 2.253 -0.717 -0.493
C -1.939 -0.007 -0.249
C -3.125 -0.440 -0.142
H 1.501 2.484 -0.069
H -0.357 -1.555 0.937
H 2.249 0.287 -0.936
H 3.117 -1.451 -0.710
H -4.093 -0.838 -0.178
N -0.104 1.443 -0.262
N 0.204 -0.828 0.599
N 1.230 -1.601 0.092
O 1.057 1.693 0.395
*
```

Results
Kohn-Sham gap	8.89	eV
HOMO level	-8.682	eV
structure (SMILES)	C#C/C(=N/O)NN=C

***

#S
Computed, not measured: the molecule C4H5N3O, with ωB97M-V/def2-TZVPD.

```
! wB97M-V def2-TZVPD RIJCOSX def2/J DEFGRID3
* xyz 0 1
C -1.578 0.265 0.012
C 0.338 1.051 -0.120
C 1.638 0.408 0.109
C 0.738 -1.038 0.047
H -2.535 -1.152 -0.859
H 2.217 0.571 1.059
H 2.430 0.385 -0.535
H 1.124 -1.699 -0.866
H 0.522 -1.674 0.988
N -1.608 1.580 -0.018
N -0.410 2.023 0.093
N -0.329 -0.087 -0.135
O -2.549 -0.634 0.225
*
```

Results
Kohn-Sham gap	8.97	eV
HOMO level	-9.019	eV
structure (SMILES)	Oc1nnc2n1CC2

***

Which structure loses on stability? #R does.

***

#P
Computed, not measured: the molecule C19H28N2O3S2, with ωB97M-V/def2-TZVPD.

```
! wB97M-V def2-TZVPD RIJCOSX def2/J DEFGRID3
* xyz 0 1
C 3.849 -1.583 -0.491
S 2.775 -0.516 0.490
C 1.166 -1.261 0.117
C 0.978 -1.414 -1.385
O 1.104 -2.511 -1.906
N 0.718 -0.307 -2.112
C 0.560 1.066 -1.661
C 1.225 1.866 -2.777
C 2.757 1.960 -2.617
S 3.537 0.955 -3.916
C 2.096 1.163 -4.986
C 0.882 1.067 -4.064
C -0.378 1.598 -4.741
C 0.679 -0.384 -3.568
C 0.865 -2.550 0.916
N -0.022 -1.764 1.781
C -1.055 -2.327 2.472
O -1.110 -3.526 2.638
C -2.116 -1.395 3.048
C -1.777 0.081 3.247
C -2.798 0.471 4.298
C -2.770 1.792 4.992
C -3.864 1.483 4.000
C -3.140 -0.826 5.025
O -2.437 -1.861 4.347
C 0.054 -0.564 0.942
H 4.871 -1.311 -0.233
H 3.682 -2.629 -0.239
H 3.692 -1.431 -1.558
H -0.502 1.327 -1.580
H 1.035 1.228 -0.697
H 0.805 2.872 -2.831
H 3.087 2.994 -2.711
H 3.088 1.582 -1.650
H 2.128 2.135 -5.484
H 2.099 0.385 -5.750
H -0.638 0.991 -5.611
H -1.229 1.573 -4.057
H -0.239 2.628 -5.073
H 1.468 -1.055 -3.905
H -0.277 -0.790 -3.910
H 0.334 -3.306 0.338
H 1.709 -3.002 1.433
H -2.998 -1.481 2.391
H -0.758 0.177 3.631
H -1.877 0.677 2.341
H -3.034 1.817 6.041
H -2.006 2.501 4.701
H -3.838 1.986 3.042
H -4.857 1.296 4.389
H -2.807 -0.832 6.064
H -4.218 -1.024 4.999
H 0.360 0.344 1.465
H -0.855 -0.366 0.365
*
```

Results
Kohn-Sham gap	9.06	eV
HOMO level	-8.747	eV
structure (SMILES)	CSC1(C(=O)N2C[C@H]3CSC[C@@]3(C)C2)CN(C(=O)[C@@H]2CC3(CC3)CO2)C1

***

#Q
Computed, not measured: the molecule C19H28N2O3S2, with ωB97M-V/def2-TZVPD.

```
! wB97M-V def2-TZVPD RIJCOSX def2/J DEFGRID3
* xyz 0 1
C 0.048 1.393 -0.088
S 0.540 -0.326 0.155
C 2.290 -0.224 -0.303
C 2.453 0.459 -1.651
O 2.829 1.620 -1.708
N 2.130 -0.236 -2.763
C 1.628 -1.597 -2.875
C 0.615 -1.489 -4.010
C -0.763 -0.976 -3.537
S -1.050 0.669 -4.259
C 0.110 0.336 -5.604
C 1.254 -0.458 -4.977
C 2.110 -1.139 -6.040
C 2.114 0.437 -4.058
C 3.202 0.362 0.804
N 3.760 -0.976 0.997
C 4.325 -1.441 2.129
O 4.615 -0.699 3.054
C 4.573 -2.950 2.210
C 5.915 -3.232 2.871
C 6.819 -3.101 1.666
C 7.599 -1.839 1.443
C 8.308 -3.143 1.717
C 6.018 -3.719 0.545
O 4.642 -3.560 0.921
C 2.989 -1.593 -0.080
H -0.969 1.478 0.289
H 0.697 2.061 0.475
H 0.066 1.664 -1.143
H 2.437 -2.287 -3.143
H 1.177 -1.937 -1.946
H 0.490 -2.451 -4.509
H -1.552 -1.656 -3.854
H -0.807 -0.881 -2.453
H -0.375 -0.243 -6.394
H 0.447 1.282 -6.029
H 2.595 -0.400 -6.681
H 2.896 -1.743 -5.581
H 1.505 -1.793 -6.671
H 1.690 1.433 -3.931
H 3.129 0.552 -4.449
H 3.922 1.093 0.442
H 2.685 0.745 1.683
H 3.729 -3.393 2.746
H 6.134 -2.518 3.662
H 5.933 -4.248 3.271
H 7.644 -1.445 0.436
H 7.578 -1.092 2.225
H 8.776 -3.274 2.684
H 8.830 -3.616 0.896
H 6.193 -3.231 -0.417
H 6.220 -4.790 0.440
H 2.331 -2.406 0.233
H 3.601 -1.934 -0.915
*
```

Results
Kohn-Sham gap	9.15	eV
HOMO level	-8.669	eV
structure (SMILES)	CSC1(C(=O)N2C[C@H]3CSC[C@@]3(C)C2)CN(C(=O)[C@@H]2CC3(CC3)CO2)C1

***

Which structure loses on stability? #P does.